Arrangement one

# C3H5N3O

A molecular structure, C3H5N3O (ωB97M-V/def2-TZVPD, the Open Molecules 2025 dataset).

Kohn-Sham gap (alpha / beta) (eV): 7.73 / 7.73
Charge: 0
Lowest unoccupied orbital energy (alpha / beta) (eV): 0.52 / 0.52
HOMO (alpha / beta) (eV): -7.214 / -7.213

Each line ends with the natural charge from an NBO analysis.
Atoms and positions in Å:
1 N 1.7712 0.2080 -0.5947  -0.451
2 C -0.4460 0.7036 0.0705  -0.046
3 C -0.2651 -0.6523 0.1500  0.352
4 N -1.1041 -1.7007 0.0651  -0.781
5 C 0.9830 1.0386 0.1384  0.231
6 O -1.4414 1.4574 -0.5418  -0.695
7 N 1.1018 -0.8406 0.4443  -0.441
8 H -2.0124 1.8261 0.1412  0.478
9 H 2.7468 0.2755 -0.2951  0.357
10 H -0.7052 -2.6230 -0.0035  0.405
11 H -2.0371 -1.5574 -0.2868  0.401
12 H 1.4085 1.8648 0.7125  0.190

Arrangement two

# C3H5N3O

A single C3H5N3O molecule (ωB97M-V/def2-TZVPD, the Open Molecules 2025 dataset).

Kohn-Sham gap (eV): 10.79
Charge: 0
Lowest unoccupied orbital energy (eV): 0.55
HOMO (eV): -10.243

Each line ends with the natural charge from an NBO analysis.
Atoms and positions in Å:
1 H 1.7947 1.7414 0.4445  0.343
2 N 0.8484 1.1927 0.6004  -0.741
3 C 1.0799 0.1296 0.0424  0.657
4 N 2.1739 -0.2806 -0.6399  -0.815
5 O 0.3005 -0.9019 0.1175  -0.471
6 C -0.8409 -0.5938 0.8391  -0.176
7 C -1.8273 0.1046 -0.0952  0.249
8 N -2.6325 0.4538 -0.8593  -0.319
9 H 2.7506 0.4929 -0.8852  0.371
10 H 1.8724 -0.8571 -1.6109  0.399
11 H -0.6420 -0.0067 1.7996  0.267
12 H -1.3782 -1.5591 0.8863  0.238

Order of stability, best first: arrangement two, arrangement one

Arrangement one

# C3H5N3O

2 unconnected molecules or ions with the total composition C3H5N3O (ωB97M-V/def2-TZVPD, the Open Molecules 2025 dataset).

Kohn-Sham gap (alpha / beta) (eV): 8.07 / 8.07
Charge: 0
Lowest unoccupied orbital energy (alpha / beta) (eV): 0.43 / 0.42
HOMO (alpha / beta) (eV): -7.644 / -7.650

Each line ends with the natural charge from an NBO analysis.
Atoms and positions in Å:
1 C -1.0125 -0.2112 -0.6130  -0.344
2 C -0.2697 0.9535 -0.3453  0.034
3 N 0.3956 0.8366 0.7420  -0.231
4 N 0.2039 -0.3795 1.1609  -0.316
5 C -0.6279 -1.0983 0.3510  -0.019
6 H -1.5131 -0.2695 -1.5413  0.232
7 H -0.0503 1.8641 -0.8495  0.216
8 H 0.4139 -0.7418 2.0600  0.408
9 H -0.8865 -2.0929 0.4299  0.222
10 N 2.1373 0.6683 -0.0784  -0.091
11 O 2.5866 -0.4584 0.1391  -0.393
12 H 2.5672 1.4446 0.3587  0.282

Arrangement two

# C3H5N3O

A single C3H5N3O molecule (ωB97M-V/def2-TZVPD, the Open Molecules 2025 dataset).

Kohn-Sham gap (eV): 10.34
Charge: 0
Lowest unoccupied orbital energy (eV): 0.91
HOMO (eV): -9.433

Each line ends with the natural charge from an NBO analysis.
Atoms and positions in Å:
1 C -2.0057 0.0176 -0.7449  -0.250
2 O -0.7345 -0.4495 -1.0821  -0.496
3 C 0.1966 -0.0078 -0.2724  0.366
4 C 0.9950 -0.7881 0.6578  -0.192
5 N 2.0685 0.0964 0.8828  -0.311
6 N 1.9334 1.2068 0.2937  -0.035
7 N 0.8970 1.2450 -0.4598  -0.271
8 H -1.8863 1.0790 -0.4238  0.187
9 H -2.6774 -0.1119 -1.5801  0.197
10 H -2.4972 -0.4867 0.1087  0.170
11 H 1.1182 -1.8083 0.8806  0.227
12 H 2.5924 0.0074 1.7395  0.408

Order of stability, best first: arrangement two, arrangement one

Arrangement one

# C3H5N3O

A single C3H5N3O molecule (ωB97M-V/def2-TZVPD, the Open Molecules 2025 dataset).

Kohn-Sham gap (eV): 9.46
Charge: 0
Lowest unoccupied orbital energy (eV): 0.86
HOMO (eV): -8.595

Each line ends with the natural charge from an NBO analysis.
Atoms and positions in Å:
1 N -1.6639 -0.1805 -0.3003  -0.805
2 C -0.4705 0.2307 0.3142  -0.002
3 C -0.1666 1.1360 1.2752  0.068
4 O 1.1658 1.1415 1.4981  -0.281
5 N 1.7754 0.2434 0.6494  -0.172
6 C 0.8095 -0.2918 -0.0483  0.277
7 N 0.9897 -1.3076 -0.9841  -0.819
8 H -1.5511 -1.1274 -0.6463  0.374
9 H -2.4550 -0.1810 0.3310  0.379
10 H -0.7482 1.8190 1.8800  0.208
11 H 0.4603 -1.1503 -1.8344  0.379
12 H 1.9665 -1.4727 -1.1976  0.394

Arrangement two

# C3H5N3O

2 unconnected molecules or ions with the total composition C3H5N3O (ωB97M-V/def2-TZVPD, the Open Molecules 2025 dataset).

Kohn-Sham gap (alpha / beta) (eV): 6.72 / 8.20
Charge: 0
Lowest unoccupied orbital energy (alpha / beta) (eV): -2.03 / -1.46
HOMO (alpha / beta) (eV): -8.746 / -9.656

Each line ends with the natural charge from an NBO analysis.
Atoms and positions in Å:
1 N -1.0717 -1.2653 0.2386  -0.487
2 C -0.1652 -0.4979 0.6916  0.079
3 C 0.2108 -0.3145 2.0800  0.199
4 O 1.1711 0.5246 2.1291  -0.196
5 N 1.5992 1.0403 0.9130  -0.183
6 C 0.7874 0.4264 -0.0111  0.243
7 N 0.7642 0.5548 -1.2858  -0.580
8 H -2.1180 0.0147 -2.7783  -0.019
9 H -1.0816 -1.1786 -0.7846  0.361
10 H -0.1475 -0.7428 3.0067  0.217
11 H -1.4186 0.2122 -2.6071  0.013
12 H 1.4700 1.2262 -1.5919  0.353

Order of stability, best first: arrangement one, arrangement two

Arrangement one

# C3H5N3O

A single C3H5N3O molecule (ωB97M-V/def2-TZVPD, the Open Molecules 2025 dataset).

Kohn-Sham gap (eV): 10.78
Charge: 0
Lowest unoccupied orbital energy (eV): 0.46
HOMO (eV): -10.323

Each line ends with the natural charge from an NBO analysis.
Atoms and positions in Å:
1 N -0.2985 1.7924 1.8378  -0.308
2 C 0.3777 1.0814 1.1748  0.283
3 C 1.1388 0.2409 0.3898  -0.621
4 C 0.5449 -0.0540 -0.9925  0.672
5 O 1.2099 -0.0030 -2.0421  -0.566
6 N -0.6720 -0.4922 -1.1050  -0.442
7 N -1.6133 -0.6039 0.0235  -0.671
8 H 2.0656 0.6413 0.3118  0.280
9 H 1.2731 -0.6922 0.7657  0.264
10 H -0.7650 -1.3540 -1.5006  0.400
11 H -1.9142 0.3289 0.2203  0.362
12 H -1.3469 -0.8856 0.9167  0.348

Arrangement two

# C3H5N3O

A single C3H5N3O molecule (ωB97M-V/def2-TZVPD, the Open Molecules 2025 dataset).

Kohn-Sham gap (eV): 7.71
Charge: 0
Lowest unoccupied orbital energy (eV): 0.48
HOMO (eV): -7.230

Each line ends with the natural charge from an NBO analysis.
Atoms and positions in Å:
1 N 0.7890 -1.7205 -1.4470  -0.844
2 C 0.2636 -0.8322 -0.5592  0.231
3 C -0.2359 -1.1898 0.5505  -0.186
4 N -0.7842 0.0235 1.1788  -0.605
5 C -0.2199 1.0316 0.3162  0.659
6 O -0.3464 2.2499 0.6605  -0.637
7 N 0.3450 0.4458 -0.7439  -0.559
8 H 1.2260 -2.5672 -0.9866  0.390
9 H 1.1757 -1.3962 -2.5052  0.410
10 H -0.3619 -2.1572 1.1061  0.205
11 H -1.1018 0.0425 2.1903  0.423
12 H 0.5373 2.7798 0.1505  0.513

Order of stability, best first: arrangement two, arrangement one

Arrangement one

# C3H5N3O

A single C3H5N3O molecule (ωB97M-V/def2-TZVPD, the Open Molecules 2025 dataset).

Kohn-Sham gap (eV): 8.58
Charge: 0
Lowest unoccupied orbital energy (eV): 0.83
HOMO (eV): -7.743

Each line ends with the natural charge from an NBO analysis.
Atoms and positions in Å:
1 N -1.8919 -0.5969 0.8851  -0.817
2 C -0.6934 -0.1888 0.3160  0.521
3 N 0.4088 -0.8903 0.3221  -0.574
4 C 1.3426 -0.0811 -0.2658  0.404
5 O 2.5760 -0.6108 -0.3925  -0.661
6 C 0.8244 1.1195 -0.6487  -0.232
7 N -0.5265 1.0190 -0.2674  -0.542
8 H -1.8224 -1.5613 1.1880  0.395
9 H -2.6865 -0.4774 0.2721  0.378
10 H 2.4369 -1.4868 -0.0120  0.490
11 H 1.2165 1.9765 -1.1758  0.224
12 H -1.1890 1.7736 -0.2211  0.413

Arrangement two

# C3H5N3O

A molecular structure, C3H5N3O (ωB97M-V/def2-TZVPD, the Open Molecules 2025 dataset).

Kohn-Sham gap (eV): 8.79
Charge: 0
Lowest unoccupied orbital energy (eV): -0.21
HOMO (eV): -8.997

Each line ends with the natural charge from an NBO analysis.
Atoms and positions in Å:
1 C 2.2278 -0.2504 0.0736  -0.671
2 C 0.7608 0.1840 -0.1654  0.476
3 C -1.3497 0.1971 0.0331  0.535
4 H 2.6627 -0.4957 -0.9763  0.240
5 H 2.7444 0.6214 0.6368  0.265
6 H 2.0756 -1.4773 0.6457  0.226
7 H -2.7369 -1.0736 0.8550  0.433
8 H -3.2322 0.5063 -0.6765  0.421
9 N 0.4647 1.4708 -0.1325  -0.329
10 N -1.0038 1.5003 0.0435  -0.322
11 N -2.4063 -0.4635 -0.0358  -0.810
12 O -0.2072 -0.7193 -0.3012  -0.462

Order of stability, best first: arrangement one, arrangement two

Arrangement one

# C3H5N3O

A single C3H5N3O molecule (ωB97M-V/def2-TZVPD, the Open Molecules 2025 dataset).

Kohn-Sham gap (eV): 9.75
Charge: 0
Lowest unoccupied orbital energy (eV): -0.11
HOMO (eV): -9.858

Each line ends with the natural charge from an NBO analysis.
Atoms and positions in Å:
1 H -2.3806 -0.9780 1.2294  0.373
2 N -2.6944 -0.7390 0.2961  -0.594
3 C -1.8732 -0.1604 -0.4314  0.310
4 N -0.3476 -0.3528 -0.5681  -0.659
5 C 0.2769 0.0360 0.5503  0.584
6 O -0.4015 0.3374 1.5314  -0.605
7 C 1.7103 0.4498 0.3878  0.063
8 N 2.2526 0.3187 -0.7432  -0.596
9 H 3.2659 0.4186 -0.7435  0.359
10 H -2.1964 0.1874 -1.4086  0.153
11 H 0.1864 -0.2541 -1.4250  0.430
12 H 2.2017 0.7366 1.3248  0.183

Arrangement two

# C3H5N3O

A single C3H5N3O molecule (ωB97M-V/def2-TZVPD, the Open Molecules 2025 dataset).

Kohn-Sham gap (eV): 9.68
Charge: 0
Lowest unoccupied orbital energy (eV): 0.71
HOMO (eV): -8.969

Each line ends with the natural charge from an NBO analysis.
Atoms and positions in Å:
1 N -1.3226 -1.0679 -0.0669  -0.843
2 C 0.0173 -0.4625 0.0330  -0.044
3 C 1.2424 -1.0521 0.0046  0.130
4 O 2.2140 -0.1836 -0.0524  -0.290
5 N 1.6092 1.1067 0.1159  -0.197
6 C 0.3396 0.9383 0.0707  0.288
7 N -0.6376 1.8970 0.0528  -0.830
8 H -1.3131 -2.0837 -0.3337  0.383
9 H -1.7579 -1.0860 0.8947  0.369
10 H 1.5091 -2.1429 0.0560  0.203
11 H -1.5920 1.3461 -0.1501  0.415
12 H -0.3085 2.7907 -0.6245  0.416

Order of stability, best first: arrangement one, arrangement two

Arrangement one

# H14O6S

7 unconnected molecules or ions with the total composition H14O6S (ωB97M-V/def2-TZVPD, the Open Molecules 2025 dataset).

Kohn-Sham gap (eV): 9.54
Charge: 0
Lowest unoccupied orbital energy (eV): 0.15
HOMO (eV): -9.386

Each line ends with the natural charge from an NBO analysis.
Atoms and positions in Å:
1 O 1.8962 0.7076 2.7954  -0.955
2 H 2.7232 1.1812 2.9197  0.476
3 H 1.5627 0.5093 3.6759  0.481
4 O -2.1980 -1.6557 0.3445  -0.997
5 H -2.5060 -2.0477 -0.4701  0.494
6 H -1.2477 -1.5145 0.4644  0.501
7 O 0.2823 0.0661 0.2486  -0.986
8 H 1.0981 0.3853 0.6683  0.484
9 H -0.2627 0.0756 1.0594  0.486
10 O -1.4215 0.3492 2.4348  -0.974
11 H -2.0820 -0.2846 2.1289  0.499
12 H -1.8547 1.0220 2.9744  0.491
13 O 1.6534 -1.7291 -1.9372  -0.932
14 H 0.8223 -1.8985 -1.4780  0.469
15 H 2.1556 -1.3396 -1.2055  0.464
16 O -3.6226 1.2273 -1.3328  -0.935
17 H -3.1806 0.4317 -1.6714  0.468
18 H -3.4665 1.1646 -0.3843  0.468
19 S 2.8845 1.5974 -3.9488  -0.277
20 H 3.3710 0.4937 -4.5207  0.143
21 H 3.3929 1.2587 -2.7654  0.134

Arrangement two

# H14O6S

7 unconnected molecules or ions with the total composition H14O6S (ωB97M-V/def2-TZVPD, the Open Molecules 2025 dataset).

Kohn-Sham gap (eV): 10.23
Charge: 0
Lowest unoccupied orbital energy (eV): 0.39
HOMO (eV): -9.841

Each line ends with the natural charge from an NBO analysis.
Atoms and positions in Å:
1 O 0.3712 0.2320 -2.6460  -0.985
2 H 0.7734 -0.4890 -2.1392  0.500
3 H 0.3292 -0.0368 -3.5649  0.487
4 O 0.6177 -1.4670 2.7427  -0.956
5 H -0.1857 -0.9532 2.5707  0.488
6 H 0.2747 -2.2783 3.1383  0.469
7 O -0.0504 1.0591 0.2386  -0.979
8 H 0.4930 1.8074 0.5285  0.489
9 H 0.0861 1.0392 -0.7277  0.507
10 O -2.1177 0.3661 1.9308  -0.994
11 H -2.2914 1.1956 2.4077  0.475
12 H -1.4518 0.5977 1.2515  0.503
13 O 0.7629 -1.7024 -0.3592  -1.001
14 H 0.0174 -1.0911 -0.4191  0.493
15 H 0.8901 -2.0587 0.5229  0.503
16 O -2.2054 -1.0299 -0.6692  -0.958
17 H -2.6897 -0.9203 -1.4962  0.472
18 H -2.6895 -0.4770 -0.0411  0.487
19 S 3.5343 2.2694 -0.7763  -0.293
20 H 2.7774 2.7606 -1.7638  0.142
21 H 2.7542 1.1765 -0.7288  0.152

Order of stability, best first: arrangement two, arrangement one